1) Density functional theory data (ωB97M-V/def2-TZVPD) for a cluster of 2 separate species, C5H6 in total.

```
! RIJCOSX wB97M-V def2-TZVPD def2/J DEFGRID3
* xyz 0 1
C -0.078 -0.022 -0.321
C 0.470 -1.263 0.162
C 2.478 0.575 0.058
C -1.064 0.901 0.276
C 1.375 -0.038 0.000
H -0.956 1.904 -0.129
H -0.917 0.945 1.359
H 0.697 -2.079 -0.508
H -0.203 0.089 -2.158
H -2.074 0.547 0.074
H 0.273 -1.559 1.189
*
```

frontier orbital gap: 9.1 eV
E_LUMO: -0.0178 Eh

2) Density functional theory data (ωB97M-V/def2-TZVPD) for a structure of composition C5H6.

```
! RIJCOSX wB97M-V def2-TZVPD def2/J DEFGRID3
* xyz 0 1
C -0.673 -1.143 -0.098
C 0.605 -0.538 0.486
C 0.242 0.990 0.337
C -0.602 0.716 -0.873
C -1.534 -0.297 -0.803
H 1.045 1.712 0.136
H -0.334 1.332 1.205
H -0.188 1.015 -1.839
H 0.756 -0.879 1.515
H 1.567 -0.688 -0.055
H -0.884 -2.219 -0.010
*
```

frontier orbital gap (alpha / beta): 8.0 / 8.0 eV
E_LUMO (alpha / beta): -0.0081 / -0.0081 Eh

2) is the most stable structure; the next one sits 69.6 kcal/mol above it.

1) Density functional theory data (ωB97M-V/def2-TZVPD) for the molecule C5H6.

```
! RIJCOSX wB97M-V def2-TZVPD def2/J DEFGRID3
* xyz 0 1
C -1.044 0.149 -0.074
C 0.010 -0.393 0.858
C 2.243 1.177 0.442
C 1.230 0.466 0.866
C -1.242 -0.492 -1.369
H -1.668 1.038 0.158
H -1.967 -0.292 -2.266
H 0.304 -1.353 0.590
H 3.202 1.750 0.365
H -0.384 -0.579 1.884
H -0.682 -1.470 -1.452
*
```

frontier orbital gap: 10.5 eV
SMILES string: C#CCC=C
E_LUMO: 0.0413 Eh

2) Density functional theory data (ωB97M-V/def2-TZVPD) for the molecule C5H6.

```
! RIJCOSX wB97M-V def2-TZVPD def2/J DEFGRID3
* xyz 0 1
C 1.346 0.203 -0.047
C 2.338 -0.578 -0.029
C -1.117 0.149 -0.439
C 0.017 0.776 0.240
C -2.086 -0.573 0.195
H -2.956 -0.909 -0.420
H -1.168 0.269 -1.595
H 3.279 -1.118 -0.012
H -2.093 -0.742 1.299
H -0.057 0.857 1.359
H 0.007 1.777 -0.151
*
```

frontier orbital gap: 10.8 eV
SMILES string: C#CCC=C
E_LUMO: 0.0410 Eh

2) is the most stable structure; the next one sits 21.5 kcal/mol above it.

1) Density functional theory data (ωB97M-V/def2-TZVPD) for a cluster of 2 separate species, C2H5FOS in total.

```
! RIJCOSX wB97M-V def2-TZVPD def2/J DEFGRID3
* xyz 0 1
S 0.435 0.587 1.630
F -2.006 1.369 -0.340
O 0.033 1.782 0.815
C 0.274 -0.821 -0.719
C 0.768 -0.638 0.646
H 1.461 -1.425 1.048
H -1.499 1.995 0.079
H -0.351 -0.079 -1.131
H -0.238 -1.864 -0.681
H 1.123 -0.906 -1.347
*
```

frontier orbital gap: 9.2 eV
E_LUMO: -0.0145 Eh

2) Density functional theory data (ωB97M-V/def2-TZVPD) for the molecule C2H5FOS.

```
! RIJCOSX wB97M-V def2-TZVPD def2/J DEFGRID3
* xyz 0 1
S 1.576 0.513 -0.023
F 2.006 -1.181 0.685
O 2.387 0.813 -1.160
C -1.102 0.185 0.639
C -0.158 -0.053 -0.546
H -0.114 -1.209 -0.650
H -1.816 -0.570 0.544
H -1.744 1.144 0.543
H -0.355 0.208 -1.580
H -0.680 0.151 1.549
*
```

frontier orbital gap: 10.2 eV
E_LUMO: -0.0035 Eh

1) is the most stable structure; the next one sits 7.1 kcal/mol above it.

1) Density functional theory data (ωB97M-V/def2-TZVPD) for a structure of composition B3F12K.

```
! RIJCOSX wB97M-V def2-TZVPD def2/J DEFGRID3
* xyz -2 1
K -20.010 3.760 -3.583
F -20.660 1.450 -2.107
F -17.613 4.980 -2.566
F -23.264 4.128 -5.885
F -16.761 6.896 -3.542
F -22.638 3.227 -3.854
F -19.304 2.603 -0.661
F -19.161 0.299 -0.765
F -17.993 5.379 -4.800
F -21.831 5.253 -4.451
F -24.074 5.047 -3.949
F -19.052 6.630 -3.215
F -18.436 1.604 -2.543
B -17.831 5.995 -3.513
B -19.388 1.478 -1.494
B -22.959 4.422 -4.541
*
```

frontier orbital gap: 11.2 eV
E_LUMO: 0.1874 Eh

2) Density functional theory data (ωB97M-V/def2-TZVPD) for a structure of composition B3F12K.

```
! RIJCOSX wB97M-V def2-TZVPD def2/J DEFGRID3
* xyz -2 1
K -0.800 1.703 -1.319
F 3.121 4.431 -2.104
F -0.176 -3.381 2.493
F 1.755 -2.981 3.570
F 3.045 4.255 0.186
F -3.764 -2.403 -1.729
F 4.550 5.669 -0.648
F -4.726 -0.549 -1.689
F -4.762 -1.730 0.168
F 4.673 3.279 -1.036
F -6.043 -2.513 -1.499
F 1.758 -3.733 1.462
F 1.169 -1.705 1.877
B 1.152 -2.989 2.339
B 3.910 4.424 -0.934
B -4.861 -1.776 -1.136
*
```

frontier orbital gap: 8.0 eV
E_LUMO: 0.0905 Eh

1) is the most stable structure; the next one sits 75.5 kcal/mol above it.

1) Density functional theory data (ωB97M-V/def2-TZVPD) for a cluster of 2 separate species, C3H7BrN in total.

```
! RIJCOSX wB97M-V def2-TZVPD def2/J DEFGRID3
* xyz 1 1
Br -3.124 0.109 0.223
N -0.724 -1.045 -0.715
C -0.408 2.451 0.159
C -1.299 -0.325 0.475
C 0.905 2.337 -0.083
H 0.262 -0.831 -0.729
H 1.554 1.510 -0.152
H -1.324 -1.198 -1.557
H -1.252 -0.852 1.502
H -0.648 -1.972 -0.175
H 1.479 3.371 -0.299
H -0.953 3.372 0.411
*
```

frontier orbital gap (alpha / beta): 9.6 / 7.3 eV
E_LUMO (alpha / beta): -0.1560 / -0.2069 Eh

2) Density functional theory data (ωB97M-V/def2-TZVPD) for the ion C3H7BrN with charge +1.

```
! RIJCOSX wB97M-V def2-TZVPD def2/J DEFGRID3
* xyz 1 1
Br -2.366 2.460 1.768
N 1.010 -0.924 -1.393
C 0.280 -0.495 0.046
C -0.951 1.203 1.495
C -0.563 0.691 0.316
H -0.480 0.869 2.328
H 0.929 -1.931 -1.702
H -0.478 -1.193 0.333
H 0.629 -0.345 -2.149
H 1.096 -0.537 0.694
H 2.029 -0.692 -1.244
H -1.137 0.893 -0.491
*
```

frontier orbital gap: 8.9 eV
SMILES string: [NH3+]C/C=C/Br
E_LUMO: -0.1551 Eh

2) is the most stable structure; the next one sits 97.4 kcal/mol above it.

1) Density functional theory data (ωB97M-V/def2-TZVPD) for the ion C5H9N2S with charge +1.

```
! RIJCOSX wB97M-V def2-TZVPD def2/J DEFGRID3
* xyz 1 1
S 2.485 0.543 -0.221
N 0.204 -0.759 0.015
N -1.364 1.433 -0.282
C -1.184 -0.849 0.085
C -0.106 1.546 0.340
C 0.803 0.424 0.025
C 0.986 -2.010 0.008
C -1.961 0.224 -0.252
H 0.907 -2.652 0.842
H -1.821 2.108 -0.877
H -1.433 -1.867 0.031
H 2.025 -1.649 -0.012
H 0.629 -2.557 -0.834
H 2.613 1.819 -0.205
H -0.211 1.678 1.543
H 0.527 2.478 0.155
H -3.098 0.091 -0.362
*
```

frontier orbital gap (alpha / beta): 8.1 / 8.1 eV
E_LUMO (alpha / beta): -0.1601 / -0.1601 Eh

2) Density functional theory data (ωB97M-V/def2-TZVPD) for the ion C5H9N2S with charge +1.

```
! RIJCOSX wB97M-V def2-TZVPD def2/J DEFGRID3
* xyz 1 1
S 2.698 0.157 0.159
N -0.184 -0.993 -0.110
N -0.975 1.697 0.104
C -1.758 0.679 0.378
C 1.113 0.568 0.345
C 0.404 1.628 -0.391
C -1.375 -0.669 0.297
C 0.348 -2.299 -0.012
H 0.769 -2.469 0.984
H -2.739 0.909 0.772
H -1.335 2.626 0.282
H 3.117 0.973 -0.845
H 0.881 2.594 -0.195
H 1.155 -2.407 -0.739
H 0.385 1.482 -1.485
H -2.080 -1.424 0.636
H -0.423 -3.053 -0.180
*
```

frontier orbital gap (alpha / beta): 7.3 / 6.2 eV
E_LUMO (alpha / beta): -0.1972 / -0.2091 Eh

3) Density functional theory data (ωB97M-V/def2-TZVPD) for a cluster of 2 separate species, C5H9N2S in total.

```
! RIJCOSX wB97M-V def2-TZVPD def2/J DEFGRID3
* xyz 1 1
S 0.429 -1.165 -0.154
N 0.004 -0.351 -1.634
N -0.865 1.117 -2.976
C 1.882 -0.099 2.637
C -0.182 0.177 -3.722
C -0.625 0.866 -1.704
C 0.402 -0.679 -2.926
C 1.200 0.640 1.579
H -0.949 1.466 -0.969
H 2.304 0.728 3.234
H -1.446 1.811 -3.427
H 0.145 1.098 1.878
H 1.115 -1.490 -3.037
H -0.053 0.311 -4.815
H 1.174 -0.652 3.427
H 1.832 1.256 0.887
H 2.721 -0.741 2.235
*
```

frontier orbital gap: 7.9 eV
E_LUMO: -0.1713 Eh

1) is the most stable structure; the next one sits 28.9 kcal/mol above it.